[1]
A 2-piece molecular cluster, C4H9NO2 overall. Source: the OMol25 dataset; level of theory: wB97M-V/def2-TZVPD.

The geometry in XYZ format:
```
16
Properties=species:S:1:pos:R:3:forces:R:3
N 1.5536 0.5199 1.3591 0.11 -0.02 -0.06
C 1.8233 -0.4598 0.4574 0.00 -0.02 0.12
O 2.7254 -1.2653 0.5757 -0.18 0.17 -0.05
C 0.8465 -0.5479 -0.7182 0.10 -0.02 -0.04
C 0.3997 0.7582 -1.3299 -0.18 0.43 0.31
O 0.1402 1.7641 -0.7000 0.23 -0.55 -0.42
H 2.2455 0.6792 2.0762 -0.10 -0.04 -0.06
H 0.9339 1.2722 1.0857 0.10 -0.09 0.06
H -0.0617 -1.0455 -0.3471 0.15 0.08 -0.10
H 1.2911 -1.1985 -1.4744 -0.06 0.11 0.10
H 0.2752 0.7579 -2.4287 0.02 -0.02 0.06
C -2.4345 -0.2460 0.2894 -0.03 -0.04 -0.01
H -1.8223 -0.5250 1.1518 -0.13 0.04 -0.10
H -2.3962 -1.0424 -0.4595 -0.05 0.09 0.11
H -3.4693 -0.1002 0.6036 0.13 -0.03 -0.01
H -2.0502 0.6791 -0.1411 -0.11 -0.09 0.09
```
Positions in Å, forces in eV/Å.

Kohn-Sham gap	10.55	eV
energy	-9879.176	eV
SMILES string	NC(=O)CC=O.C
net charge	0

natural (NBO) atomic charges, in units of e: -0.83 0.68 -0.60 -0.63 0.46 -0.54 0.40 0.42 0.28 0.25 0.13 -0.87 0.21 0.21 0.22 0.22

[2]
A 4-piece molecular cluster, C17H20N4 overall. Source: the OMol25 dataset; level of theory: wB97M-V/def2-TZVPD.

The geometry in XYZ format:
```
41
Properties=species:S:1:pos:R:3:forces:R:3
C 2.0780 -0.5978 -6.0763 0.21 -0.10 0.06
C 1.7311 -1.6856 -5.2269 0.06 0.05 0.28
C 1.6820 -2.8118 -5.9965 0.03 -0.06 -0.68
N 1.9673 -2.4415 -7.2907 0.10 -0.33 0.44
C 2.2434 -1.1064 -7.3351 -0.20 0.08 -0.30
H 2.2411 0.4271 -5.7889 -0.07 0.01 0.01
H 1.5685 -1.6488 -4.1622 -0.06 0.02 -0.02
H 1.4926 -3.8531 -5.8003 -0.10 0.07 0.29
H 2.0253 -3.1012 -8.0451 0.04 0.20 -0.10
H 2.5006 -0.6298 -8.2658 0.01 0.05 0.04
C 0.9808 0.4542 0.1869 0.04 0.81 -0.12
C 1.5129 0.0137 1.4217 0.12 -0.66 0.32
C 2.5088 -0.8922 1.1379 -0.30 0.26 0.14
N 2.5981 -0.9850 -0.2157 0.41 0.15 -0.37
C 1.7189 -0.1149 -0.8128 -0.03 -0.97 0.08
H 0.2113 1.1956 0.0478 -0.07 -0.07 0.02
H 1.1814 0.2380 2.4228 -0.03 0.26 -0.08
H 3.1681 -1.4353 1.7924 -0.05 -0.11 -0.02
H 3.2202 -1.5960 -0.7136 0.06 0.09 0.02
H 1.6615 -0.0993 -1.8873 -0.15 0.22 0.00
C -1.9486 -1.2076 3.0290 0.09 -0.09 0.18
C -2.9977 -1.3242 2.0801 0.30 -0.11 -0.25
C -4.1108 -1.7641 2.7403 -0.15 0.36 0.40
N -3.7821 -1.8657 4.0689 -0.14 0.01 -0.06
C -2.4715 -1.5210 4.2563 -0.11 -0.29 -0.02
H -0.9120 -1.0135 2.8083 -0.04 0.26 0.05
H -2.8847 -1.1079 1.0307 -0.20 -0.09 -0.04
H -5.1341 -1.9084 2.4387 0.07 -0.11 -0.19
H -4.4055 -2.1890 4.7866 0.04 0.08 -0.01
H -2.0434 -1.5736 5.2427 0.15 0.01 -0.06
C -1.3928 3.6838 1.6938 -0.05 0.13 -0.10
C -1.9288 3.2153 2.8774 -0.06 0.00 0.20
C -1.0619 2.7660 3.8657 -0.02 0.31 0.07
N 0.2575 2.7483 3.7162 -0.03 -0.28 -0.07
C 0.7521 3.1536 2.5478 0.37 0.10 0.29
C -0.0160 3.6665 1.5197 -0.29 -0.04 -0.06
H -2.0565 4.0773 0.9335 0.10 -0.01 -0.08
H -2.9972 3.2439 3.0440 0.01 -0.11 0.04
H -1.4249 2.4683 4.8436 -0.11 -0.13 -0.10
H 1.8317 3.0774 2.4711 -0.03 0.10 -0.18
H 0.4352 4.0448 0.6133 0.08 -0.08 -0.01
```
Positions in Å, forces in eV/Å.

Kohn-Sham gap	9.01	eV
energy	-23912.561	eV
SMILES string	c1cc[nH]c1.c1cc[nH]c1.c1cc[nH]c1.c1ccncc1
net charge	0

natural (NBO) atomic charges, in units of e: -0.31 -0.30 -0.08 -0.51 -0.07 0.22 0.21 0.21 0.41 0.21 -0.30 -0.32 -0.07 -0.50 -0.09 0.22 0.23 0.21 0.41 0.21 -0.31 -0.29 -0.09 -0.51 -0.08 0.23 0.22 0.21 0.41 0.21 -0.17 -0.26 0.04 -0.43 0.04 -0.27 0.21 0.22 0.19 0.20 0.22

Calculated ΔE to the lowest compared entry with this formula, charge and spin, 0.884, 2.364 eV (same order as the records).